[1]
Computed, not measured: a structure of composition C41H41Cl2I3N6O15PS at a distorted geometry, with ωB97M-V with the def2-TZVPD basis set.

Summary:
net charge	+1
HOMO level	-10.85	eV
LUMO energy	-3.1222	eV

Cartesian coordinates (Å):
1 C -1.7219 3.1218 4.0309
2 I -1.8648 3.2269 -4.2344
3 C 6.5447 2.1345 -3.1044
4 C 1.7096 -4.0181 3.1210
5 H 4.8001 -4.1035 4.5285
6 C -2.9040 -7.5001 -1.0112
7 H 1.5924 -1.1092 -1.6393
8 C -0.6334 4.0954 -2.6502
9 H -8.8071 -2.3184 0.9724
10 H -2.9682 -8.5787 -1.0483
11 N -5.2278 -7.3422 -1.8214
12 C -0.1512 1.7828 -1.9153
13 C 8.0172 -0.0593 -2.2458
14 C -3.9074 -5.3256 -1.3146
15 H 4.3775 -6.5226 4.3549
16 H -8.0767 -3.1519 -1.2355
17 H 2.2605 -7.3456 3.3834
18 C -6.0019 -0.4928 -0.9585
19 O 2.2699 -1.3762 3.3422
20 C -0.0648 6.2910 -1.5105
21 N 8.3008 2.7170 -4.7282
22 C 0.9136 2.4412 0.6620
23 C -6.4130 -0.0427 0.2872
24 S 1.6152 2.4099 -4.7020
25 H -0.7104 -5.0395 -0.2426
26 O -2.5664 6.0076 2.1567
27 H -2.6561 -3.6479 -0.8638
28 C 2.9050 -3.5701 3.6562
29 O 2.2444 4.9175 -3.4460
30 N 0.7886 0.7878 -1.2680
31 H 5.0956 1.5449 -1.6413
32 C -2.2410 2.3262 5.0390
33 C 6.7899 0.2283 -1.6622
34 O 9.3706 2.4234 -5.2206
35 H 1.7277 1.0694 -1.6104
36 I -2.3520 6.5601 -3.5674
37 H 4.0152 3.3852 -2.3526
38 O -0.8086 4.7690 2.0604
39 H -5.2074 3.8955 5.5057
40 O 7.6342 3.6870 -5.0419
41 C -0.8630 5.4221 -2.4770
42 H -4.7529 -4.7102 -1.5892
43 H 5.9703 2.9883 -3.4376
44 H 3.9162 -0.8584 -0.5819
45 Cl 2.2269 4.6244 -0.1441
46 H 0.0184 0.4692 0.7548
47 C -3.9823 -6.7067 -1.3672
48 P 1.9298 3.3648 -3.0419
49 C 2.4399 -6.2807 3.4647
50 H 2.0842 0.3787 1.8366
51 O 4.2223 -0.2716 0.1320
52 H 2.0431 -0.8881 0.6232
53 C -8.0210 -1.8057 0.4341
54 C -1.7238 -6.8952 -0.6051
55 H -3.8948 1.9872 6.3624
56 O -6.1152 1.4814 1.9833
57 C 0.8429 0.9516 0.2083
58 C -3.4933 2.6073 5.5705
59 H -0.2486 6.1109 -0.4412
60 C 7.7715 1.8416 -3.6730
61 C -2.4642 4.1975 3.5673
62 I -2.1063 1.6666 -0.9506
63 H 0.1401 2.5811 1.4380
64 Cl -0.2738 -2.2682 0.4797
65 H -4.2957 5.3195 3.7187
66 H 1.0014 6.2387 -1.7815
67 C -7.6110 -2.2721 -0.8085
68 N 3.1550 -2.1263 3.7344
69 C -4.2313 3.6812 5.0914
70 C 0.6190 -0.6013 -1.7857
71 C 8.5122 0.7486 -3.2587
72 H 6.4099 -0.3996 -0.8688
73 C -1.6352 -5.5100 -0.5549
74 H 0.9571 -3.3223 2.7765
75 H -7.7429 -0.3302 1.9569
76 C 3.8693 -4.4564 4.1064
77 H 3.1795 5.1444 -3.3145
78 C -7.4208 -0.6859 0.9879
79 H 8.5906 -0.9129 -1.9084
80 O 3.3041 2.7244 -2.3876
81 H -0.7462 2.8979 3.6226
82 H -0.8721 -7.5041 -0.3302
83 O 3.3102 0.7816 0.2459
84 C 0.4286 3.2408 -1.8880
85 H -0.3258 7.3516 -1.6743
86 N -5.7599 1.1296 0.8805
87 O -5.2677 -8.5557 -1.8380
88 C 2.1040 0.2044 0.7420
89 O -4.8853 1.6854 0.2281
90 H -0.0997 4.2027 -0.0338
91 H -0.2188 1.4062 -2.9491
92 H 0.4397 -0.6446 -2.8709
93 C -2.7269 -4.7261 -0.9057
94 H -5.2195 0.0141 -1.5067
95 C 1.4780 -5.3806 3.0231
96 H -6.2888 -1.9795 -2.4738
97 C -6.6047 -1.6146 -1.5049
98 C 6.0503 1.3230 -2.0945
99 H 9.4682 0.5192 -3.7087
100 O -1.4449 -1.6588 -1.6708
101 C -3.7168 4.4831 4.0851
102 H 0.5492 -5.7426 2.6004
103 H 1.8570 2.5463 1.2193
104 O -6.1430 -6.6126 -2.1563
105 C 0.7339 3.5819 -0.3928
106 C 3.6317 -5.8191 4.0093
107 N -1.9097 5.0577 2.5171
108 C -0.4631 -1.4744 -1.1074
109 O 4.2198 -1.7572 4.1756
110 H -1.6685 1.4878 5.4142

[2]
Computed, not measured: the ion C4H7O2Si with charge -1 at a distorted geometry, with ωB97M-V with the def2-TZVPD basis set.

Summary:
net charge	-1
HOMO level	-4.79	eV
LUMO energy	3.9205	eV
ΔE to the lowest compared entry with this formula, charge and spin	12.28	kJ/mol

Cartesian coordinates (Å):
1 Si 0.5823 0.2253 -1.3299
2 O 1.8092 -0.9696 -0.4695
3 H -1.7110 1.1811 -0.6968
4 C 0.1643 -0.6775 1.1849
5 H -0.4718 1.2299 -1.9289
6 H -1.5713 1.8630 1.0191
7 H 1.7366 1.1110 -1.1421
8 H 0.3819 -0.7966 -2.4447
9 C -0.2956 0.2147 0.3620
10 C 1.4827 -1.3959 0.6615
11 C -1.5783 0.9492 0.4181
12 H -2.4452 0.4449 0.7499
13 H -0.1075 -1.0997 2.2560
14 O 2.0237 -2.2799 1.3606

[3]
Computed, not measured: a structure of composition C24H19AsBeO5 at a distorted geometry, with ωB97M-V with the def2-TZVPD basis set.

Summary:
net charge	+2
HOMO level	-14.20	eV
LUMO energy	-8.3381	eV

Cartesian coordinates (Å):
1 O -0.8747 -1.9247 -4.1914
2 H 2.2947 -2.0036 3.7434
3 C -2.8218 -0.6170 -0.8293
4 H -1.9524 -2.8311 3.9167
5 H -2.3015 -1.4004 1.8930
6 H 3.4816 3.3678 1.6171
7 C 2.2912 -3.0982 -3.1489
8 C -3.3006 1.3805 0.5007
9 C 3.1650 0.2725 -6.4668
10 C -2.3858 0.4684 -0.0561
11 C -4.6652 1.0678 0.4768
12 C 1.0830 -1.0753 2.2101
13 H 2.6017 -0.4112 -7.1162
14 H 1.9393 -0.6131 1.7071
15 H 3.1987 2.1151 -5.3930
16 C -1.0911 -2.3401 3.4480
17 C 0.5792 -2.7560 -0.8335
18 C -0.2228 2.5526 2.5315
19 C 1.2867 -1.8742 3.3419
20 C 2.7811 -0.9049 -1.2415
21 O 3.9103 -0.6632 -1.3114
22 H -1.2756 2.3714 2.7531
23 C 1.9234 3.5081 3.1191
24 C 0.3422 2.0565 1.3394
25 H 1.5959 1.7036 -6.2726
26 H 2.0236 2.1430 -0.0161
27 Be 1.0336 -1.0986 -1.3061
28 H 0.3531 -3.1406 4.8312
29 C -4.1900 -0.9069 -0.8762
30 H 2.5599 4.0213 3.8453
31 H -6.1625 -0.3337 -0.2003
32 H -4.5388 -1.7816 -1.4329
33 C 1.6420 2.4201 0.9664
34 C 0.5836 3.2426 3.4445
35 H 4.2043 -0.0001 -6.2395
36 O 2.4804 -4.2124 -3.0050
37 H -2.9352 2.3054 0.9549
38 C 2.6224 1.4137 -6.0108
39 C 2.4443 3.1250 1.8738
40 C -5.1000 -0.0837 -0.1979
41 H -2.1016 -1.2282 -1.3841
42 H -5.3784 1.7195 0.9944
43 C 0.2014 -2.5057 3.9583
44 C -0.1431 -1.5634 -3.3950
45 As -0.5323 0.5714 0.4892
46 H 0.1677 3.5635 4.4099
47 C -1.3021 -1.5303 2.3227
48 O 0.3905 -3.8215 -0.4579
49 O 0.3068 0.2119 -1.0296
50 C -0.2124 -0.8820 1.7232

[4]
Computed, not measured: a cluster of 12 separate species, C32H56O16 in total at a distorted geometry, with ωB97M-V with the def2-TZVPD basis set.

Summary:
HOMO level	-7.38	eV
LUMO energy	0.2498	eV
ΔE to the lowest compared entry with this formula, charge and spin	1848.03	kJ/mol
SMILES string	Oc1ccc(O)cc1.Oc1ccc(O)cc1.Oc1ccc(O)cc1.Oc1ccc(O)cc1.CO.CO.CO.CO.CO.CO.CO.CO

Cartesian coordinates (Å):
1 H 0.8574 -3.2277 -3.2893
2 O 2.9484 4.5063 -3.7753
3 C 0.1924 0.8773 1.8207
4 H -2.3266 2.8823 -3.5123
5 C -0.3976 -0.2147 2.4687
6 O -1.3746 -2.2767 2.3307
7 C -0.3506 -0.1227 -0.3753
8 C 3.5704 -1.2497 -0.9423
9 C -2.2516 2.6933 -4.5793
10 C -0.8986 -1.3007 1.6267
11 C -2.8036 2.7063 -6.8723
12 H 3.0624 5.0843 -4.5163
13 H -6.6366 -2.7957 1.0127
14 O 4.4454 1.3773 3.9787
15 H -3.2226 -6.7997 2.1217
16 H 4.7104 0.4833 3.9137
17 H 3.4924 -3.7317 1.4667
18 C -2.7616 3.3443 -5.6573
19 H -0.8616 5.6243 -0.7323
20 O -1.0556 3.8613 3.3387
21 O 2.1144 -1.7057 0.9227
22 C -0.8436 4.5323 1.0677
23 H 0.5214 1.3193 5.8017
24 H 2.6744 5.2093 1.6297
25 H -1.0546 1.1753 7.0047
26 H -1.9706 4.5483 0.8237
27 C -2.1116 1.6353 -7.2113
28 C -0.2266 4.2613 2.2957
29 H -3.3836 -1.7377 -1.7903
30 C -1.7066 1.3783 -4.9003
31 H -3.3596 3.1933 -7.6633
32 C -0.9306 -1.1157 0.2127
33 C 3.7504 -3.2297 0.5127
34 H -2.1326 -5.4037 0.5537
35 H 2.0344 -3.0737 -1.8003
36 H 2.7954 6.6493 -0.4183
37 H 0.9464 5.2533 -3.0863
38 H -6.2946 -2.2697 2.5017
39 C -2.7556 -1.9437 -2.6503
40 C 3.1044 -1.9797 0.2477
41 H -1.4386 -1.7807 -0.4723
42 O 0.7534 -3.0937 4.1007
43 C -3.3666 -5.7187 2.1817
44 H -1.9816 -1.3747 -2.5803
45 H 2.8704 0.9583 5.0607
46 H -2.9766 -5.7007 3.2137
47 H 2.2184 -2.4997 3.3027
48 C 1.7264 4.3243 -3.1193
49 H 6.6764 -4.1387 -1.8553
50 H 1.4224 4.3773 3.3097
51 H -4.2756 -3.4317 1.6937
52 C -1.5566 0.8263 -6.1843
53 O 1.9234 6.3223 -0.7663
54 C 0.2254 0.9793 0.3527
55 H -3.2676 -1.5777 -3.5783
56 H -0.7726 -4.0837 -2.0473
57 H 2.7794 2.3813 4.4377
58 H 5.0764 -1.2537 -2.6013
59 H -3.3666 4.9193 -4.6103
60 C 0.9654 -3.2127 -2.1743
61 H -1.2066 0.8963 -4.1783
62 H -4.4246 -5.1857 2.3207
63 C 5.3604 -2.9517 -1.3023
64 C -0.5926 0.8303 6.0447
65 O -2.3936 -3.2327 -2.6283
66 H -0.7986 -0.5477 -7.3833
67 H 0.1504 -2.5577 3.4457
68 H -2.8266 -3.8317 -2.0483
69 O 6.4074 -3.3797 -2.1003
70 O -3.3966 4.4903 -5.5983
71 H 2.4224 0.8333 3.2927
72 C 1.8244 -2.2777 4.0657
73 H 1.2974 -1.5297 0.3837
74 O -4.8916 -2.7867 1.4637
75 O 0.7714 1.9913 -0.2943
76 C 1.8464 5.1233 1.4937
77 H 0.0234 -1.1757 5.7987
78 C 4.7004 -1.7477 -1.7763
79 H 3.1534 -0.2687 -0.9993
80 H -0.4066 -0.2917 3.3677
81 O -2.6696 -4.8357 1.2387
82 H -2.0706 3.9483 3.3267
83 H 1.8314 3.9753 -2.1763
84 H -0.3656 0.0173 -1.4883
85 H 1.4064 -1.2077 4.1887
86 H -1.8456 -2.8637 1.6207
87 H -6.1526 -4.0007 2.5817
88 C 4.9004 -3.6187 -0.1823
89 O -0.7666 -0.5587 5.9417
90 C 3.1064 1.3273 4.1677
91 H -1.2136 1.2393 5.2287
92 H 0.9324 3.6343 -3.5923
93 O 0.1274 -4.0427 -1.4883
94 H 0.6664 3.0183 -0.0753
95 H 0.5034 -2.2097 -1.7943
96 H 5.3054 -4.6027 0.0097
97 C 1.0734 4.5513 2.4987
98 H -1.9846 1.3613 -8.2933
99 C -0.1236 5.3283 0.1087
100 C 1.2214 5.5843 0.2147
101 H 2.5904 -2.3467 4.8817
102 O -0.8416 -0.2867 -6.4063
103 H 0.4244 1.6773 2.5827
104 C -6.2186 -3.1307 1.9947

Number 1: HOMO-LUMO gap 0.2838 Eh. Number 2: HOMO-LUMO gap 0.3201 Eh. Number 3: HOMO-LUMO gap 0.2154 Eh. Number 4: HOMO-LUMO gap 0.2802 Eh.